A single C5H11NO molecule, computed with wB97M-V/def2-TZVPD.

ORCA input file:
```
! wB97M-V def2-TZVPD RIJCOSX def2/J DEFGRID3
* xyz 0 1
C -1.72617 -2.36383 0.01478
C -0.92823 -1.16974 -0.42915
C -0.15600 -0.49294 0.44919
O 0.17430 -0.49512 1.62885
N 0.56873 0.81119 -0.34106
C 2.01960 0.74729 -0.10280
C -0.03745 2.03583 0.20653
H -1.60788 -2.50335 1.09391
H -1.40433 -3.29158 -0.47790
H -2.79855 -2.24573 -0.19081
H -0.98238 -0.85921 -1.46949
H 0.36902 0.73181 -1.33539
H 2.51166 1.66488 -0.43855
H 2.42047 -0.11860 -0.63339
H 2.15338 0.60194 0.97111
H -1.09758 2.03473 -0.05388
H 0.06686 1.98076 1.29188
H 0.45456 2.93164 -0.18384
*
```

Computed properties:
Energy above the lowest of the compared OMol25 structures with the same formula, charge and spin   204.9 kJ/mol
Kohn-Sham gap   7.9 eV
E_HOMO   -7.234 eV
SMILES string   C/C=C(\[O-])[NH+](C)C
Strongest force on any atom   0.0073 Eh/bohr